# 1
The following is a DFT calculation (ωB97M-V/def2-TZVPD) of an isolated molecule of C9H11BrClNOSi at a distorted geometry.

Each line ends with the Mulliken charge.
Positions of all 25 atoms, in Å:
C -0.595801 -1.161186 -1.991276  -1.22
Si 0.095500 -0.215768 -0.487482  0.46
C 0.851064 -1.557671 0.628343  -1.06
C 1.406690 0.900904 -1.297412  -0.99
C -1.217221 0.777905 0.491966  -0.10
C -2.416112 1.227232 0.029156  0.52
Cl -2.913081 0.876078 -1.546623  -0.18
N -3.311172 2.000727 0.728707  -0.56
C -2.950477 2.440604 1.909926  -0.37
C -1.810851 2.107193 2.614896  0.47
C -1.535975 2.494847 4.054213  -0.10
O -2.170047 3.267088 4.716067  -0.48
C -0.856175 1.349096 1.921147  0.03
Br 0.891535 1.035100 2.525825  -0.10
H -0.983381 -0.423099 -2.586142  0.44
H 0.348392 -1.593237 -2.321235  0.27
H -1.152302 -2.100238 -2.080390  0.34
H 1.062934 -2.479185 -0.014130  0.33
H 1.908818 -1.330911 1.086898  0.31
H 0.179288 -1.849593 1.527699  0.29
H 1.094205 2.020496 -1.103566  0.25
H 2.210540 0.450253 -0.753441  0.30
H 1.789329 0.791177 -2.326635  0.38
H -3.673605 2.941642 2.437965  0.55
H -0.546013 2.020460 4.371572  0.22

Forces on atoms 1 to 6 (eV/Å):
C 1.3 -2.1 1.9
Si -0.7 -1.3 -0.9
C 1.6 -1.0 1.3
C -1.3 1.5 0.2
C 2.2 1.6 3.6
C -0.9 1.1 1.7

As for the maximum force: 4.5 eV/A. The highest occupied orbital energy is -9.95 eV. As for the SMILES: C[Si](C)(C)c1c(Cl)ncc(C=O)c1Br. Its frontier orbital gap is 9.4 eV.


# 2
The following is a DFT calculation (ωB97M-V/def2-TZVPD) of a cluster of 2 separate species, C9H11BrN in total at a distorted geometry.

Each line ends with the Mulliken charge.
Positions of all 22 atoms, in Å:
C 1.258856 -3.451679 -0.103590  -0.34
C 0.964666 -2.938264 1.144330  -0.45
C 0.780170 -2.834525 -1.305506  -0.64
C 0.277675 -1.750824 1.293200  -0.44
C 0.046762 -1.579128 -1.138959  -0.11
C -0.256824 -1.054721 0.141107  0.57
C -0.882914 0.125413 0.140009  0.14
C -1.967954 2.316454 -0.139244  -0.83
C 0.474429 1.779995 -0.512035  -0.88
N -0.895254 1.347347 -0.247938  0.08
Br -3.493682 -0.525052 0.548126  -0.22
H 1.685530 -4.498392 -0.162409  0.34
H 1.367106 -3.469732 2.016179  0.39
H 0.967505 -3.049802 -2.328915  0.41
H 0.070144 -1.406852 2.295114  0.43
H -0.151672 -1.101251 -2.117319  0.39
H -1.693575 2.933714 -0.949182  0.36
H -2.079728 2.848318 0.827760  0.29
H -2.946307 1.852601 -0.397947  0.41
H 1.324084 1.578828 0.224990  0.33
H 0.376147 2.855716 -0.767571  0.34
H 0.758185 1.177662 -1.317881  0.43

Forces on atoms 1 to 6 (eV/Å):
C -0.8 -1.8 -2.6
C 0.4 0.6 0.5
C -1.0 3.1 3.1
C -0.8 0.1 -0.4
C 1.7 -2.5 -1.4
C 3.0 -2.7 0.0

As for the maximum force: 5.8 eV/A. The highest occupied orbital energy (alpha / beta) is -13.36 / -12.82 eV. The net charge is +1. Its frontier orbital gap (alpha / beta) is 7.3 / 6.6 eV.


# 3
The following is a DFT calculation (ωB97M-V/def2-TZVPD) of a structure of composition C9H11Cl2ErNO4Ru at a distorted geometry.

Each line ends with the Löwdin spin population.
Positions of all 29 atoms, in Å:
Ru -0.415115 -0.196344 -5.373113  2.91
Er -0.218234 0.300787 -2.476458  3.10
Cl -1.331310 -1.828043 -3.840973  0.24
Cl -1.668930 1.782183 -3.909474  0.21
C 1.467346 1.922870 -1.591010  0.00
C 0.494224 -1.546871 -6.196784  0.11
C 0.422618 1.143281 -6.302027  0.12
O 2.129993 2.710749 -1.068339  0.00
O 1.028303 -2.459917 -6.705725  0.13
O 0.955924 1.989955 -6.907993  0.18
O -0.829765 -0.167838 -0.554965  0.04
C -0.558893 -0.465059 0.670274  0.03
C 0.845416 -0.574228 1.148164  0.04
C 1.170201 0.577025 2.095651  0.06
C 0.718537 0.276466 3.527259  0.11
C -0.793259 0.169627 3.704556  0.16
C -1.444884 -0.959085 2.914758  0.17
N -1.585590 -0.642467 1.484197  0.23
H 0.943928 -1.547613 1.658016  0.00
H 1.522604 -0.589732 0.283983  0.01
H 2.251493 0.759565 2.086853  0.00
H 0.702992 1.506410 1.737142  0.00
H 1.181536 -0.662896 3.856773  0.01
H 1.091481 1.070690 4.187215  0.07
H -1.009606 -0.005186 4.767009  0.03
H -1.269926 1.122591 3.438712  0.01
H -0.850205 -1.875191 3.031653  0.04
H -2.450635 -1.153311 3.296931  0.00
H -2.500234 -0.658406 1.037729  0.00

Forces on atoms 1 to 6 (eV/Å):
Ru -6.3 -0.4 4.4
Er -1.6 0.1 -0.5
Cl 0.8 1.0 0.5
Cl 0.6 -0.4 0.6
C 3.6 4.2 2.6
C 5.6 -10.4 -6.8

Its expectation value of S² is 20.03. As for the maximum force: 13.6 eV/A. The highest occupied orbital energy (alpha / beta) is -21.32 / -24.51 eV. Its spin multiplicity is 9. The net charge is +4. Its frontier orbital gap (alpha / beta) is 6.3 / 5.5 eV.


# 4
The following is a DFT calculation (ωB97M-V/def2-TZVPD) of a structure of composition C9H11CoF6N7PS at a distorted geometry.

Each line ends with the Mulliken charge.
Positions of all 36 atoms, in Å:
Co 0.432189 0.273065 0.548852  0.20
N 0.005674 -3.437319 1.992932  0.16
C 0.141100 -2.724518 0.878660  0.00
N 0.087967 -1.447154 1.218571  0.11
C -0.075073 -1.453945 2.586615  0.32
N -0.130631 -2.656669 3.073549  -0.62
C -0.097316 -0.148073 3.216600  0.52
C -0.261559 0.137320 4.565574  -0.33
N -0.235814 1.391721 4.985201  -0.44
C -0.038993 2.368787 4.117801  -0.35
C 0.140725 2.101203 2.759581  -0.03
N 0.102673 0.845510 2.325874  0.12
H 0.000510 -4.443119 2.102089  0.21
H 0.284220 -3.125370 -0.111480  0.51
H -0.409781 -0.652177 5.292400  0.46
H -0.021811 3.381679 4.498949  0.40
H 0.320427 2.895123 2.046585  0.44
F 1.094123 -0.211255 -1.166789  -0.53
P 2.474139 1.016519 -1.124783  1.52
F 1.748066 1.661857 -2.353055  -0.32
F 2.757725 0.264377 0.283329  -0.33
F 3.335190 0.046332 -1.949270  -0.28
F 1.226304 1.856119 -0.131963  -0.46
F 3.468032 2.151937 -0.866982  -0.24
S -1.704454 0.890980 -0.358427  -0.13
C -1.473038 0.366376 -2.001717  0.17
N -1.784719 -0.839128 -2.445725  -0.05
C -1.586475 -0.951951 -3.899897  -0.46
C -0.954340 0.412940 -4.250549  -0.42
N -1.019170 1.126861 -2.968670  0.03
H -2.299098 -1.518110 -1.909194  0.27
H -2.541049 -1.114276 -4.398080  0.33
H -0.928025 -1.786414 -4.131867  0.31
H -1.510122 0.948440 -5.017194  0.33
H 0.082836 0.324668 -4.572373  0.28
H -0.630432 2.047663 -2.835146  0.29

Forces on atoms 1 to 6 (eV/Å):
Co -0.2 0.1 -0.9
N 0.0 0.0 -0.2
C 0.0 -0.1 0.0
N -0.1 0.0 0.4
C 0.0 -0.3 -0.5
N 0.0 0.1 0.4

As for the maximum force: 1.1 eV/A. The highest occupied orbital energy (alpha / beta) is -16.62 / -16.62 eV. The net charge is +2. Its frontier orbital gap (alpha / beta) is 8.6 / 6.4 eV.


# 5
The following is a DFT calculation (ωB97M-V/def2-TZVPD) of an isolated molecule of C9H11FN2O2S at a distorted geometry.

Each line ends with the Mulliken charge.
Positions of all 26 atoms, in Å:
C 2.081681 1.748789 -1.212789  -0.48
C 1.039461 0.789391 -1.351524  -0.60
C 3.053418 1.705518 -0.126572  -0.62
C 1.852041 -0.329482 0.587485  -0.45
C 0.961200 -0.272833 -0.459176  0.23
C 2.820146 0.689465 0.834029  0.39
C -1.539722 -0.504291 -1.026621  -1.12
C -0.188224 -1.204536 -0.669973  0.68
C -0.329595 -3.224943 0.634392  -0.40
N -2.605180 2.260191 1.363359  -0.73
N -0.416647 -1.967684 0.580649  -0.48
O -3.830454 0.401615 0.662810  -0.54
O -1.648613 0.806050 -0.475682  -0.25
F 3.468134 0.690029 2.009022  -0.29
S -2.300256 0.775688 1.053240  0.73
H 1.969785 2.678826 -1.882510  0.26
H 0.285628 1.046053 -2.028856  0.41
H 4.035714 2.214066 0.000773  0.35
H 1.782440 -1.029656 1.378461  0.45
H -1.752435 -0.471166 -2.253359  0.23
H -2.346570 -1.063452 -0.590414  0.59
H 0.159395 -1.794415 -1.506524  0.54
H 0.168081 -3.876061 -0.263522  0.21
H -0.382526 -3.755596 1.602909  0.30
H -4.469242 1.060543 1.068154  0.36
H -1.867668 2.627893 2.072239  0.24

Forces on atoms 1 to 6 (eV/Å):
C 0.0 0.8 0.3
C 3.0 1.8 1.5
C -0.7 -1.6 0.0
C 1.1 1.5 1.0
C -0.2 1.1 -0.3
C -1.4 0.1 -2.4

As for the maximum force: 3.8 eV/A. The highest occupied orbital energy is -9.07 eV. Its frontier orbital gap is 9.8 eV.


# 6
The following is a DFT calculation (ωB97M-V/def2-TZVPD) of a cluster of 2 separate species, C9H11I2NO in total at a distorted geometry.

Each line ends with the Mulliken charge.
Positions of all 24 atoms, in Å:
C -4.813722 2.046026 0.205286  -0.52
C 1.705294 0.071037 -0.427962  0.28
C 0.562088 -0.544345 -0.679816  -0.72
C -0.852604 -2.540143 -0.202177  -0.17
C -4.111837 0.938751 0.091740  -0.05
C -1.948795 0.886091 -0.051848  0.06
C 2.806934 0.180024 -1.428145  -1.47
C -0.134257 -1.142358 1.729388  -1.52
C -0.454098 -1.112951 0.186255  1.27
N -1.654261 -0.280098 0.069724  -0.19
O -0.140860 -3.316761 -0.735540  -0.44
I -4.822635 -0.929411 -0.223180  0.12
I -0.951303 2.731247 0.063609  0.09
H -5.864826 1.865330 0.400773  0.26
H -4.298813 2.991962 0.185654  0.21
H 1.874354 0.262387 0.593373  0.27
H 0.320561 -0.915183 -1.750817  0.08
H -1.944901 -2.652618 -0.007546  0.20
H 2.586476 -0.250520 -2.383900  0.37
H 3.590024 -0.474730 -1.093884  0.34
H 3.273663 1.113962 -1.416778  0.39
H -1.112048 -1.250306 2.215788  0.41
H 0.562528 -1.878224 1.935997  0.43
H 0.456707 -0.159154 1.943997  0.29

Forces on atoms 1 to 6 (eV/Å):
C 0.3 -1.1 0.3
C -0.7 -1.2 -0.9
C 0.7 -1.5 -3.4
C -1.4 1.8 0.0
C 3.4 0.9 -0.8
C -3.7 -0.4 0.8

As for the maximum force: 3.8 eV/A. The highest occupied orbital energy is -8.46 eV. Its frontier orbital gap is 8.1 eV.


# 7
The following is a DFT calculation (ωB97M-V/def2-TZVPD) of a structure of composition C9H11I2O7PtS2Se3Te at a distorted geometry.

Each line ends with the Löwdin spin population.
Positions of all 36 atoms, in Å:
Pt 0.200625 -0.488644 0.270760  1.20
Se -1.875598 1.776647 1.896027  0.36
Se -3.346920 2.068074 3.495165  0.63
Te -1.114756 -1.254531 3.654446  0.88
Se -2.049406 -0.631495 1.393677  0.24
O -1.777454 -2.974311 0.197316  0.00
S -0.772145 -2.939417 -0.870988  0.00
O -0.719257 -4.145599 -1.639495  0.01
O -0.845848 -1.634156 -1.566660  0.06
C 0.788259 -2.831963 0.110121  0.02
C 0.788632 -3.595591 1.281900  0.03
C 1.866799 -3.565813 2.141746  0.01
C 2.985758 -2.794391 1.846619  0.02
C 3.038765 -2.065105 0.677409  0.01
C 1.949307 -2.042757 -0.198111  0.04
S 2.315087 -1.520486 -1.925522  0.00
O 1.634916 -2.484197 -2.736153  0.01
O 3.757712 -1.498327 -1.980095  0.01
O 1.814993 -0.117235 -2.073703  0.04
H -0.087250 -4.189150 1.505072  0.00
H 1.835516 -4.142808 3.057524  0.00
H 3.834833 -2.793813 2.518567  0.00
H 3.927405 -1.521853 0.389395  0.00
I 0.039523 1.495902 -1.695886  0.13
I -1.653691 3.614545 -1.413019  0.03
C 2.944133 1.397572 1.140107  0.00
C 1.637059 1.654226 1.874530  0.02
C 1.884391 2.141085 3.295873  0.01
O 0.828166 0.511763 1.961681  0.20
H 3.512615 2.325112 1.033922  0.00
H 2.769131 1.002407 0.136163  0.00
H 3.551225 0.677495 1.695163  0.00
H 1.100026 2.457039 1.334920  0.00
H 2.418802 1.371857 3.859036  0.00
H 0.934742 2.338379 3.796434  0.00
H 2.477466 3.058971 3.302481  0.00

Forces on atoms 1 to 6 (eV/Å):
Pt -0.3 0.7 -0.5
Se -0.2 -0.4 -0.2
Se -0.2 0.1 0.2
Te 0.1 -0.1 -0.2
Se 0.2 0.7 0.5
O 0.0 -0.3 0.0

Its expectation value of S² is 6.02. As for the maximum force: 1.3 eV/A. The highest occupied orbital energy (alpha / beta) is -5.18 / -6.03 eV. Its spin multiplicity is 5. The net charge is -1. Its frontier orbital gap (alpha / beta) is 6.4 / 5.8 eV.


# 8
The following is a DFT calculation (ωB97M-V/def2-TZVPD) of the ion C9H11IN with charge +1 at a distorted geometry.

Each line ends with the Mulliken charge.
Positions of all 22 atoms, in Å:
N -0.879348 -1.349060 0.897649  -0.06
C -0.440684 -0.928869 -0.371834  -0.65
C 0.958768 -1.177466 -0.683612  -0.81
C 0.505874 0.279862 -0.334962  1.07
C 0.988061 0.748682 1.034243  -0.89
C 0.778164 2.007375 1.385891  -0.45
C 0.053555 2.935423 0.557869  -0.91
C -0.366706 2.509806 -0.668556  -0.32
C 0.036519 1.270809 -1.354788  0.72
C -0.189356 1.083507 -2.655986  -0.69
I -1.470460 1.914244 -3.920858  0.21
H -0.064929 -1.148662 1.497168  0.35
H -0.984336 -2.322243 0.798092  0.36
H -1.711569 -0.816346 1.332336  0.40
H -1.297861 -0.994569 -1.062685  0.42
H 1.165651 -1.428333 -1.790800  0.20
H 1.510282 -1.722789 0.063903  0.29
H 1.387796 0.014007 1.699542  0.58
H 1.186462 2.350374 2.318672  0.41
H -0.237893 3.813570 1.064175  0.43
H -0.996760 3.011386 -1.480327  0.01
H 0.469497 0.325119 -3.118480  0.33

Forces on atoms 1 to 6 (eV/Å):
N -0.4 1.4 3.0
C -1.3 1.8 -1.6
C 0.2 0.4 -2.9
C 0.7 -1.8 -0.3
C -1.2 -0.4 -1.8
C 0.6 0.0 0.4

As for the maximum force: 3.3 eV/A. The highest occupied orbital energy is -11.23 eV. As for the SMILES: [NH3+][C@@H]1C[C@]12C=CC=C/C2=C\I. The net charge is +1. Its frontier orbital gap is 7.5 eV.


What are the E_tot values for these records? In order: -3803.1897 -2977.9203 -2733.7555 -3454.0092 -1107.4465 -1074.7290 -9859.6370 -701.6132 Eh.